Entry 1:
Here is a molecular structure, C30H43N4O5PSr in a non-equilibrium geometry from the Open Molecules 2025 dataset. Energies are from ωB97M-V/def2-TZVPD.

As for the HOMO energy: -12.0 eV. Its spin multiplicity is 1. Its HOMO-LUMO gap is 0.104 hartree. As for the total charge: +2.

```
84
Properties=species:S:1:pos:R:3:mulliken_charge:R:1
C 6.077 -3.077 -1.350 -0.832
C 4.505 -2.769 -1.718 -0.522
C 3.449 -3.165 -0.487 -0.399
C 3.979 -2.686 0.997 -0.413
C 2.742 -2.349 2.054 -0.386
C 1.530 -3.476 2.012 -0.602
C 0.303 -3.133 3.093 -0.428
C -0.161 -1.574 2.891 -0.527
C -1.778 -1.311 2.987 -0.595
C -2.182 -0.388 1.652 -0.265
C -3.201 -0.983 0.468 0.300
C -3.875 -2.507 0.567 -0.786
C -2.782 -3.718 0.402 0.645
O -2.694 -4.543 1.653 -0.586
C -3.184 -4.817 -0.792 -0.572
N -4.530 -5.474 -0.569 -0.561
C -3.555 -0.015 -0.849 0.118
P -4.724 -0.649 -2.273 -0.013
N -6.420 -0.782 -1.629 -0.640
O -4.160 -2.219 -2.806 -0.488
C -2.938 1.494 -1.069 -0.163
N -3.222 2.418 -2.234 -0.492
C -1.902 2.034 0.113 -0.010
C -1.527 1.139 1.475 0.539
C -0.470 1.799 2.592 0.151
O -0.670 1.732 3.916 -0.496
C 0.828 2.594 1.898 -0.050
C 2.343 2.442 2.508 -0.452
C 3.552 3.243 1.695 -0.608
C 3.184 4.123 0.349 0.562
C 4.485 4.843 -0.417 -1.139
C 1.638 4.282 -0.268 -0.543
N 1.441 5.091 -1.528 0.100
C 0.879 4.287 -2.676 -0.392
C 0.715 6.394 -1.296 0.539
C -0.542 6.886 -2.276 -1.368
O 1.081 7.239 -0.298 -0.498
C 0.450 3.494 0.540 0.943
C -1.137 3.520 0.037 -0.057
O -1.794 4.614 -0.357 -0.590
H 6.708 -3.289 -2.337 0.304
H 6.090 -4.015 -0.641 0.225
H 6.539 -2.141 -0.823 0.220
H 4.400 -1.633 -2.048 0.234
H 4.253 -3.405 -2.688 0.332
H 2.422 -2.644 -0.799 0.171
H 3.315 -4.335 -0.545 0.237
H 4.541 -1.645 0.840 0.220
H 4.733 -3.491 1.438 0.299
H 3.156 -2.258 3.169 0.277
H 2.378 -1.259 1.773 0.066
H 2.020 -4.481 2.429 0.323
H 1.098 -3.674 0.943 0.142
H 0.809 -3.208 4.160 0.374
H -0.570 -3.911 3.033 0.226
H 0.198 -1.209 1.828 0.229
H 0.353 -0.840 3.679 0.222
H -1.998 -0.686 3.978 0.367
H -2.421 -2.285 3.069 0.360
H -4.722 -2.687 -0.220 0.183
H -4.313 -2.583 1.671 0.369
H -1.728 -3.268 0.096 0.003
H -1.795 -5.016 1.546 0.390
H -2.374 -5.687 -0.681 0.357
H -3.042 -4.387 -1.873 0.136
H -5.256 -4.808 -0.222 0.278
H -4.397 -6.289 0.076 0.283
H -6.873 -1.534 -2.220 0.274
H -6.857 0.129 -1.959 0.328
H -4.302 -2.339 -3.792 0.321
H -3.509 3.385 -1.896 0.247
H -4.031 2.104 -2.814 0.318
H 2.553 1.774 3.455 0.413
H 4.681 3.142 2.069 0.307
H 4.938 3.997 -1.124 0.296
H 5.329 5.167 0.329 0.376
H 4.106 5.692 -1.129 0.256
H -0.240 3.964 -2.565 -0.026
H 0.929 4.942 -3.672 0.230
H 1.618 3.371 -2.863 0.322
H -1.132 7.778 -1.795 0.432
H -0.060 7.176 -3.329 0.631
H -1.305 6.022 -2.507 0.122
Sr -1.973 6.327 -4.048 1.903
```

***

Entry 2:
Here is 2 unconnected molecules or ions with the total composition C16H31N4O2 in a non-equilibrium geometry from the Open Molecules 2025 dataset. Energies are from ωB97M-V/def2-TZVPD.

As for the HOMO energy: -10.1 eV. Its spin multiplicity is 1. Its HOMO-LUMO gap is 0.228 hartree. As for the total charge: +1.

```
53
Properties=species:S:1:pos:R:3:nbo_charge:R:1
C -2.500 7.058 -0.169 -0.627
C -1.273 6.202 0.342 -0.439
C -0.727 5.180 -0.747 -0.080
O -0.337 3.918 -0.186 -0.528
C -1.409 2.973 -0.236 0.077
N -1.069 1.793 -1.055 -0.500
C -2.107 1.526 -2.107 -0.230
C -3.530 1.213 -1.486 -0.450
C -3.414 0.025 -0.446 -0.228
N -2.218 0.109 0.428 -0.700
C -1.062 0.582 -0.267 0.781
N 0.023 -0.131 -0.196 -0.444
C 0.165 -1.382 0.574 -0.254
C 1.622 -1.606 1.148 -0.415
C 2.616 -2.146 0.043 -0.435
C 3.194 -1.026 -0.890 -0.079
O 4.451 -1.498 -1.398 -0.705
H -3.448 6.713 0.320 0.211
H -2.376 8.127 0.146 0.226
H -2.633 7.060 -1.276 0.208
H -1.593 5.657 1.270 0.209
H -0.466 6.922 0.631 0.221
H -1.406 5.090 -1.632 0.171
H 0.218 5.646 -1.135 0.206
H -2.340 3.485 -0.603 0.193
H -1.624 2.719 0.842 0.174
H -2.129 2.306 -2.900 0.248
H -1.781 0.561 -2.593 0.205
H -4.253 0.952 -2.292 0.249
H -3.942 2.094 -0.937 0.212
H -3.310 -0.919 -1.049 0.203
H -4.340 -0.082 0.173 0.243
H -2.379 0.610 1.299 0.418
H 0.806 0.248 -0.739 0.450
H -0.533 -1.470 1.437 0.255
H -0.067 -2.235 -0.120 0.232
H 2.008 -0.694 1.666 0.224
H 1.509 -2.408 1.926 0.251
H 2.193 -3.020 -0.520 0.211
H 3.491 -2.561 0.618 0.241
H 3.336 -0.104 -0.266 0.167
H 2.502 -0.865 -1.758 0.151
H 4.702 -0.867 -2.086 0.476
N 2.827 -5.968 0.699 -0.514
C 1.736 -6.790 0.801 -0.085
C 1.740 -7.343 2.056 -0.300
C 2.872 -6.832 2.740 -0.300
C 3.522 -5.984 1.879 -0.083
H 3.078 -5.436 -0.114 0.408
H 1.055 -6.910 -0.026 0.209
H 1.010 -8.037 2.441 0.227
H 3.177 -7.059 3.749 0.228
H 4.416 -5.395 2.002 0.212
```

***

Entry 3:
Here is a molecular structure, C7H10 from the Open Molecules 2025 dataset. Energies are from ωB97M-V/def2-TZVPD.

As for the HOMO energy (spin up / spin down): -7.9 / -7.9 eV. Its spin multiplicity is 1. Its HOMO-LUMO gap (spin up / spin down) is 0.304 / 0.302 hartree.

```
17
Properties=species:S:1:pos:R:3:nbo_charge:R:1
C 1.358 -0.433 0.070 -0.407
C 0.460 0.687 0.666 -0.029
C -0.266 1.075 -0.426 -0.156
C -1.207 -0.104 -0.501 -0.238
C -1.860 -0.152 0.885 -0.405
C -0.433 -0.360 1.358 -0.256
C -0.043 -1.144 0.070 -0.179
H 1.869 -0.231 -0.872 0.211
H 2.031 -0.935 0.777 0.210
H 2.517 2.031 -1.672 0.008
H 2.289 1.782 -2.334 -0.008
H 0.212 1.478 -1.315 0.197
H -1.771 -0.283 -1.420 0.217
H -2.398 0.745 1.208 0.208
H -2.473 -1.047 1.027 0.210
H -0.139 -0.716 2.348 0.217
H -0.141 -2.240 0.017 0.200
```

***

Entry 4:
Here is a molecular structure, C29H45BBrCuO2Si2Te from the Open Molecules 2025 dataset. Energies are from ωB97M-V/def2-TZVPD.

As for the HOMO energy (spin up / spin down): -4.8 / -4.8 eV. Its expectation value of S² is 0.76. Its spin multiplicity is 2. Its HOMO-LUMO gap (spin up / spin down) is 0.263 / 0.211 hartree. As for the total charge: -1.

```
82
Properties=species:S:1:pos:R:3:mulliken_spin:R:1
Cu 0.559 -0.937 -1.015 0.093
O -2.156 -2.488 -0.337 -0.020
B -1.089 -2.153 -1.221 0.076
O -1.265 -2.969 -2.386 -0.047
C -2.358 -3.749 -2.179 -0.010
C -2.914 -4.703 -3.002 -0.001
C -4.048 -5.370 -2.531 0.000
C -4.589 -5.078 -1.285 0.000
C -4.017 -4.107 -0.459 0.000
C -2.899 -3.458 -0.933 0.009
H -2.487 -4.922 -3.972 0.000
H -4.513 -6.128 -3.148 0.000
H -5.468 -5.613 -0.947 0.000
H -4.429 -3.867 0.513 0.000
C -0.045 -2.108 6.619 0.000
C -0.359 -1.864 5.134 0.004
C -1.865 -2.075 4.920 0.001
C 0.345 -2.947 4.301 -0.002
Si 0.157 -0.090 4.584 -0.013
Br 0.129 -0.126 2.343 0.009
C 1.968 0.358 5.065 0.001
C 2.895 -0.847 4.844 0.000
C 2.530 1.489 4.187 -0.002
C 2.073 0.782 6.538 0.000
C -1.120 1.262 5.093 0.000
C -2.414 1.166 4.269 0.003
C -0.551 2.663 4.828 -0.005
C -1.482 1.166 6.583 0.001
H -0.403 -3.105 6.902 0.000
H -0.534 -1.385 7.274 0.000
H 1.025 -2.078 6.824 0.000
H -2.112 -3.117 5.152 0.000
H -2.154 -1.890 3.884 0.000
H -2.473 -1.445 5.570 0.000
H -0.024 -3.928 4.623 0.000
H 1.426 -2.947 4.424 0.000
H 0.127 -2.843 3.238 0.002
H 2.845 -1.209 3.815 0.000
H 2.675 -1.675 5.517 0.000
H 3.928 -0.537 5.035 0.000
H 2.533 1.215 3.132 0.001
H 3.568 1.677 4.486 0.000
H 1.984 2.424 4.292 0.000
H 1.694 0.019 7.221 0.000
H 1.536 1.709 6.739 0.000
H 3.126 0.954 6.788 0.000
H -2.219 1.265 3.201 0.001
H -3.077 1.987 4.566 0.000
H -2.954 0.235 4.426 0.001
H -0.251 2.784 3.785 0.008
H 0.303 2.898 5.463 0.001
H -1.328 3.406 5.038 0.000
H -1.997 0.234 6.822 0.000
H -2.159 1.987 6.843 0.000
H -0.608 1.243 7.233 0.000
Te -1.113 1.881 -0.832 0.924
C -2.322 3.482 -1.480 -0.016
C -1.804 4.463 -2.329 0.012
C -2.595 5.519 -2.758 -0.034
C -3.921 5.605 -2.356 0.058
C -4.450 4.635 -1.516 -0.035
C -3.656 3.586 -1.077 -0.006
H -0.774 4.391 -2.654 -0.003
H -2.176 6.272 -3.415 -0.002
H -4.541 6.425 -2.699 0.005
H -5.484 4.697 -1.198 -0.002
H -4.068 2.837 -0.413 -0.003
C 5.519 1.921 -2.381 0.000
Si 5.217 0.540 -1.143 0.001
C 6.084 -1.013 -1.750 0.000
C 6.023 1.067 0.472 0.000
C 3.456 0.209 -0.956 -0.004
C 2.261 -0.059 -0.878 -0.001
H 6.588 2.106 -2.517 0.000
H 5.054 2.847 -2.034 0.000
H 5.085 1.676 -3.352 0.000
H 7.151 -0.847 -1.926 0.000
H 5.629 -1.356 -2.681 0.000
H 5.978 -1.815 -1.017 0.000
H 7.087 1.271 0.324 0.000
H 5.926 0.293 1.236 0.000
H 5.553 1.975 0.856 0.000
```